(1)
Entry from the OMol25 dataset: a 13-piece molecular cluster, H26O13 overall (ωB97M-V/def2-TZVPD).

Results
energy above the lowest of the compared OMol25 structures with the same formula, charge and spin: 126.9 kcal per mole
HOMO level: -9.2 eV
Kohn-Sham gap: 8.7 eV

```
! RIJCOSX wB97M-V def2-TZVPD def2/J DEFGRID3
* xyz 0 1
O -2.671 -0.298 -1.976
H -2.708 0.573 -2.024
H -3.114 -0.639 -2.737
O 2.590 -1.211 1.369
H 2.662 -2.247 1.212
H 2.366 -0.970 0.495
O -2.501 -0.975 0.900
H -3.271 -1.517 1.290
H -2.607 -0.883 -0.104
O -3.378 1.779 1.515
H -2.488 1.955 1.935
H -3.062 0.835 1.299
O -0.017 0.379 -0.220
H 0.083 0.933 0.510
H -0.919 -0.091 -0.039
O 0.659 -0.792 3.272
H 1.408 -1.255 2.651
H 0.318 0.129 2.942
O 2.257 -0.019 -0.745
H 1.702 0.261 -1.530
H 2.781 -0.673 -1.118
O 0.565 1.617 2.157
H 1.343 1.688 1.749
H 0.000 2.363 2.097
O 2.826 1.948 0.858
H 3.022 1.256 0.381
H 2.896 2.704 0.252
O 1.337 0.371 -2.878
H 0.909 1.248 -2.635
H 0.583 -0.270 -2.995
O -1.541 -3.798 -0.049
H -1.054 -3.005 -0.308
H -2.050 -3.675 0.704
O 0.386 -2.081 -0.814
H 0.503 -1.794 -1.753
H 0.558 -1.243 -0.270
O 0.129 2.544 -2.059
H 0.032 1.801 -1.584
H -0.532 3.050 -1.753
*
```

Results of the Löwdin charge analysis, in e, for atoms 1 through 4: O 0.0480; H -0.0247; H 0.0655; O -0.0781

(2)
Entry from the OMol25 dataset: C29H36N2OP2Ti as an isolated structure (ωB97M-V/def2-TZVPD).

Results
energy above the lowest of the compared OMol25 structures with the same formula, charge and spin: 22.5 kcal per mole
HOMO level (alpha / beta): -9.5 / -9.6 eV
Kohn-Sham gap (alpha / beta): 5.1 / 5.3 eV

```
! RIJCOSX wB97M-V def2-TZVPD def2/J DEFGRID3
* xyz 1 2
C -1.047 2.976 -3.571
C -0.863 1.752 -2.924
C 0.442 1.240 -2.743
C 1.558 2.032 -3.151
C 1.338 3.328 -3.686
C 0.052 3.778 -3.921
C 2.821 1.454 -3.063
C 2.963 0.071 -2.971
C 1.817 -0.692 -2.592
C 1.853 -2.106 -2.659
C 3.053 -2.733 -2.991
C 4.218 -1.995 -3.252
C 4.174 -0.610 -3.259
H -2.061 3.336 -3.739
H 2.217 3.921 -3.955
H -0.126 4.763 -4.355
H 3.692 2.063 -3.315
H 3.077 -3.827 -3.016
H 5.152 -2.521 -3.444
H 5.060 -0.010 -3.485
N 0.690 0.002 -2.137
Ti 0.112 -0.364 -0.145
C -2.039 1.039 -2.306
H -2.103 -0.014 -2.609
H -2.979 1.550 -2.544
C 0.636 -2.929 -2.285
H -0.259 -2.615 -2.844
H 0.826 -3.996 -2.471
P -1.861 1.108 -0.480
P 0.245 -2.782 -0.486
C 1.683 -3.524 0.332
H 1.478 -3.572 1.408
H 1.855 -4.535 -0.059
H 2.579 -2.915 0.175
C -1.056 -4.035 -0.317
H -0.774 -4.948 -0.866
H -1.199 -4.271 0.745
H -2.000 -3.644 -0.725
C -2.286 2.816 -0.062
H -3.321 3.027 -0.370
H -2.178 2.970 1.019
H -1.601 3.497 -0.584
C -3.258 0.109 0.096
H -3.154 -0.141 1.155
H -4.189 0.672 -0.052
H -3.328 -0.830 -0.467
C 1.936 0.061 0.413
O 3.063 0.374 0.551
H -0.115 1.483 -0.318
C -1.871 2.041 3.715
N -0.440 2.153 3.697
C 0.142 2.860 4.797
C 0.362 1.206 2.941
C -0.179 -0.191 3.040
C -0.259 -0.728 4.333
C -1.066 -1.834 4.581
C -1.741 -2.420 3.510
C -1.541 -1.955 2.208
C -0.630 -0.919 1.936
H -2.277 3.023 4.005
H -2.241 1.303 4.460
H -2.258 1.756 2.724
H 0.089 2.288 5.744
H 1.198 3.080 4.583
H -0.414 3.796 4.951
H 0.431 1.559 1.897
H 1.384 1.257 3.353
H 0.270 -0.235 5.157
H -1.203 -2.190 5.602
H -2.435 -3.243 3.689
H -2.115 -2.418 1.406
*
```

Results of the Löwdin charge analysis, in e, for atoms 1 through 4: C -0.0066; C -0.2285; C -0.1757; C -0.1354

(3)
Entry from the OMol25 dataset: C29H76ClFNO17Y as an isolated structure (ωB97M-V/def2-TZVPD).

Results
HOMO level: -6.3 eV
Kohn-Sham gap: 5.9 eV

```
! RIJCOSX wB97M-V def2-TZVPD def2/J DEFGRID3
* xyz 0 1
Y 3.419 26.071 15.495
C 1.353 27.447 19.075
C 0.975 25.918 19.393
C -0.433 25.957 19.999
C -1.158 24.561 20.003
C -1.103 23.952 18.585
C 0.332 23.799 18.010
N 1.022 25.089 18.136
O 2.323 25.203 17.515
C 0.127 23.367 16.547
C 1.043 22.683 18.841
C 1.932 25.493 20.511
H 2.364 27.419 18.668
H 1.430 28.000 20.011
H 0.689 27.973 18.388
H -1.041 26.692 19.472
H -0.518 26.319 21.024
H -2.208 24.670 20.277
H -0.641 23.942 20.736
H -1.679 24.591 17.915
H -1.688 23.032 18.579
H -0.256 22.354 16.671
H 1.043 23.256 15.966
H -0.565 23.986 15.975
H 2.060 22.599 18.458
H 0.694 21.694 18.544
H 1.126 22.808 19.920
H 2.410 26.353 20.978
H 2.767 24.935 20.087
H 1.417 24.856 21.230
Cl 3.321 23.706 14.147
F 5.376 26.899 14.475
C 5.767 21.597 11.892
C 5.531 20.438 12.902
C 6.686 19.392 13.019
O 5.411 21.077 14.154
H 5.946 21.300 10.858
H 6.724 22.072 12.110
H 4.946 22.307 11.795
H 4.583 19.913 12.787
H 6.845 18.813 12.108
H 6.301 18.717 13.784
H 7.543 19.918 13.438
H 4.567 21.535 14.158
C 0.675 19.780 15.297
C 2.071 19.899 14.766
C 3.043 19.027 15.507
O 2.026 19.442 13.429
H 0.641 20.180 16.311
H 0.266 18.772 15.223
H 0.059 20.409 14.656
H 2.459 20.917 14.792
H 3.385 19.458 16.448
H 3.904 18.797 14.879
H 2.601 18.062 15.752
H 1.532 20.118 12.960
C 7.863 21.669 16.517
C 9.046 22.166 15.618
O 9.458 23.548 15.828
O 6.611 22.271 16.166
H 8.159 21.823 17.554
H 7.771 20.588 16.409
H 8.673 22.075 14.598
H 9.915 21.514 15.711
H 8.779 24.112 15.450
H 6.249 21.681 15.501
C 5.386 26.561 18.175
C 6.079 25.360 17.471
O 5.222 24.739 16.545
O 4.624 27.325 17.294
H 6.184 27.239 18.479
H 4.831 26.437 19.105
H 6.325 24.631 18.242
H 7.001 25.597 16.939
H 5.661 23.929 16.277
H 4.805 28.234 17.544
C 0.497 22.967 10.132
C 1.671 22.328 10.974
O 1.402 22.131 12.405
O 0.193 24.228 10.619
H -0.370 22.316 10.025
H 0.760 23.021 9.075
H 2.464 23.061 10.828
H 2.123 21.498 10.431
H 2.135 22.488 12.911
H -0.706 24.367 10.310
C 1.023 28.289 15.266
C 0.258 26.966 15.229
O 1.146 25.947 14.772
O 2.387 28.227 15.750
H 0.440 29.075 15.746
H 1.078 28.528 14.204
H -0.630 27.106 14.613
H -0.055 26.720 16.244
H 0.613 25.254 14.377
H 2.808 29.068 15.940
C 8.224 24.769 13.115
C 7.128 24.934 12.043
O 6.713 26.267 11.966
O 7.653 24.967 14.384
H 9.000 25.519 12.963
H 8.698 23.792 13.020
H 6.265 24.311 12.278
H 7.414 24.594 11.047
H 6.204 26.456 12.758
H 7.026 25.688 14.286
C 3.310 26.075 10.851
C 2.265 26.650 11.863
O 2.879 27.025 13.068
O 4.273 27.083 10.502
H 2.875 25.598 9.973
H 3.880 25.380 11.468
H 1.452 25.957 12.082
H 1.840 27.500 11.329
H 3.379 27.759 12.706
H 5.157 26.856 10.798
C -1.886 23.807 13.383
C -2.130 22.336 13.556
O -1.341 21.604 12.622
O -0.506 24.194 13.273
H -2.186 24.322 14.295
H -2.482 24.173 12.547
H -3.186 22.155 13.352
H -1.974 22.062 14.600
H -0.433 21.912 12.665
H -0.195 24.138 12.366
*
```

Results of the Löwdin charge analysis, in e, for atoms 1 through 4: Y 1.4904; C -0.0340; C -0.4642; C -0.1513

(4)
Entry from the OMol25 dataset: C19H20MoNSe2 as an isolated structure (ωB97M-V/def2-TZVPD).

Results
HOMO level: -18.2 eV
Kohn-Sham gap: 6.4 eV

```
! RIJCOSX wB97M-V def2-TZVPD def2/J DEFGRID3
* xyz 3 1
Mo -0.371 0.790 0.301
C 2.737 0.544 2.661
Se 1.422 1.526 1.622
C 2.115 3.293 1.083
C 1.792 3.518 -0.380
Se -0.096 3.059 -0.706
C -0.235 3.131 -2.645
H 2.865 1.045 3.616
H 3.652 0.528 2.077
H 2.329 -0.455 2.790
H 3.187 3.300 1.278
H 1.628 4.016 1.734
H 2.402 2.913 -1.046
H 1.897 4.572 -0.636
H 0.613 2.623 -3.093
H -0.260 4.183 -2.918
H -1.174 2.651 -2.910
C -4.299 1.311 1.646
C -4.675 0.274 0.777
C -3.739 -0.583 0.198
C -2.393 -0.388 0.463
C -2.026 0.726 1.301
C -2.961 1.557 1.911
C -1.381 -1.452 0.022
C -1.727 -2.784 0.165
C -0.795 -3.729 -0.223
C 0.459 -3.354 -0.726
C 1.420 -4.307 -1.138
C 2.631 -3.895 -1.621
C 2.925 -2.520 -1.710
C 2.014 -1.567 -1.315
C 0.779 -1.979 -0.818
N -0.178 -1.049 -0.425
H -5.055 1.948 2.086
H -5.723 0.126 0.549
H -4.069 -1.412 -0.416
H -2.655 2.386 2.535
H -2.687 -3.059 0.575
H -1.028 -4.784 -0.127
H 1.177 -5.360 -1.069
H 3.364 -4.621 -1.944
H 3.882 -2.210 -2.109
H 2.237 -0.511 -1.414
*
```

Results of the Löwdin charge analysis, in e, for atoms 1 through 4: Mo 1.0723; C -0.2420; Se 0.9783; C -0.4197

(5)
Entry from the OMol25 dataset: a 11-piece molecular cluster, C50H86F12O29 overall (ωB97M-V/def2-TZVPD).

Results
HOMO level: -9.8 eV
Kohn-Sham gap: 10.0 eV
SMILES: CCOC(=O)C(F)(F)F.CCOC(=O)C(F)(F)F.CCOC(=O)C(F)(F)F.CCOC(=O)C(F)(F)F.C[C@H]1COC(=O)O1.C[C@H]1COC(=O)O1.C[C@H]1COC(=O)O1.C[C@H]1COC(=O)O1.COCCOCCOC.COCCOCCOC.COCCOCCOC

```
! RIJCOSX wB97M-V def2-TZVPD def2/J DEFGRID3
* xyz 0 1
C 5.361 0.326 -2.144
O 6.234 -0.753 -2.389
C 5.728 -1.849 -3.069
C 4.705 -2.681 -2.298
O 3.442 -2.002 -2.218
C 2.316 -2.861 -1.944
C 1.707 -3.531 -3.198
O 0.883 -2.720 -4.015
C 1.467 -1.599 -4.624
H 4.872 0.765 -3.013
H 5.892 1.101 -1.593
H 4.627 -0.035 -1.423
H 6.537 -2.490 -3.417
H 5.257 -1.471 -3.977
H 5.261 -2.791 -1.367
H 4.678 -3.680 -2.732
H 1.554 -2.241 -1.472
H 2.582 -3.644 -1.234
H 1.150 -4.393 -2.831
H 2.437 -4.052 -3.818
H 1.723 -0.873 -3.853
H 0.681 -1.173 -5.248
H 2.324 -1.875 -5.238
C 2.892 4.069 -0.385
O 1.853 3.442 -1.148
C 1.332 2.340 -0.404
C 0.534 1.345 -1.329
O -0.170 0.359 -0.577
C -0.877 -0.586 -1.387
C -1.059 -1.974 -0.786
O -2.134 -2.057 0.219
C -2.446 -3.353 0.671
H 3.245 4.926 -0.959
H 3.758 3.437 -0.190
H 2.502 4.485 0.544
H 0.689 2.680 0.407
H 2.077 1.647 -0.013
H 1.130 0.945 -2.149
H -0.147 1.916 -1.960
H -0.512 -0.723 -2.404
H -1.827 -0.138 -1.679
H -0.150 -2.210 -0.232
H -1.206 -2.727 -1.560
H -3.087 -3.270 1.549
H -1.645 -4.063 0.873
H -3.179 -3.724 -0.045
C -4.187 2.054 8.990
O -3.177 1.238 8.395
C -1.816 1.596 8.835
C -0.737 0.703 8.231
O -0.716 0.923 6.808
C 0.202 0.092 6.067
C 0.454 0.533 4.632
O -0.618 0.033 3.862
C -0.539 0.346 2.474
H -5.162 1.594 8.827
H -4.169 3.058 8.567
H -4.081 2.048 10.075
H -1.798 1.635 9.924
H -1.550 2.627 8.602
H -0.896 -0.312 8.595
H 0.236 1.040 8.589
H -0.109 -0.951 6.135
H 1.147 0.163 6.605
H 1.359 0.038 4.281
H 0.543 1.605 4.461
H -1.265 -0.135 1.819
H 0.413 0.040 2.041
H -0.790 1.394 2.310
C 3.730 -0.133 1.783
C 3.014 -1.451 1.367
O 2.257 -1.852 2.473
C 1.517 -2.961 2.373
O 1.475 -3.643 1.356
C 0.678 -3.363 3.590
F 0.820 -4.659 3.881
F 0.958 -2.634 4.656
F -0.613 -3.157 3.362
H 4.215 0.364 0.943
H 4.464 -0.334 2.565
H 3.014 0.575 2.201
H 3.750 -2.238 1.202
H 2.350 -1.360 0.508
C -3.637 -2.117 -3.250
C -4.211 -1.937 -4.674
O -3.419 -2.657 -5.605
C -2.283 -2.135 -6.155
O -1.773 -1.065 -5.774
C -1.508 -3.034 -7.153
F -2.198 -4.139 -7.411
F -1.327 -2.404 -8.296
F -0.309 -3.336 -6.668
H -4.333 -1.653 -2.552
H -2.592 -1.822 -3.153
H -3.656 -3.180 -3.007
H -4.104 -0.872 -4.881
H -5.274 -2.137 -4.808
C -0.938 2.384 -5.351
C 0.515 1.857 -5.327
O 1.421 2.926 -4.910
C 2.700 2.590 -4.811
O 3.202 1.481 -5.139
C 3.647 3.709 -4.248
F 4.372 4.172 -5.315
F 2.949 4.699 -3.730
F 4.391 3.195 -3.307
H -1.001 3.140 -6.134
H -1.095 2.724 -4.328
H -1.689 1.626 -5.574
H 0.865 1.425 -6.265
H 0.581 1.008 -4.646
C 5.979 6.083 0.597
C 6.040 4.726 1.398
O 4.777 4.518 2.071
C 4.468 3.465 2.807
O 5.178 2.479 2.885
C 3.074 3.560 3.432
F 2.768 4.773 3.692
F 2.130 3.165 2.623
F 3.025 2.784 4.542
H 5.456 6.861 1.153
H 5.458 5.967 -0.354
H 6.982 6.444 0.369
H 6.826 4.798 2.149
H 6.188 3.932 0.666
C 1.922 7.401 -1.285
C 1.949 8.841 -1.702
C 3.321 9.457 -1.637
O 3.339 10.166 -2.832
C 2.480 9.667 -3.757
O 2.473 10.001 -4.934
O 1.665 8.748 -3.110
H 2.570 6.842 -1.959
H 0.963 6.885 -1.329
H 2.269 7.340 -0.254
H 1.178 9.502 -1.307
H 4.105 8.705 -1.551
H 3.274 10.156 -0.802
C -6.898 -2.355 2.611
C -7.478 -2.983 1.350
C -7.158 -2.140 0.104
O -6.608 -3.019 -0.863
C -6.416 -4.180 -0.264
O -5.735 -5.067 -0.763
O -6.819 -4.183 1.040
H -7.610 -1.628 3.001
H -5.973 -1.817 2.403
H -6.731 -3.197 3.283
H -8.564 -3.018 1.432
H -6.495 -1.324 0.391
H -8.156 -1.833 -0.209
C -2.759 -2.559 5.437
C -3.502 -1.302 5.864
C -3.711 -0.308 4.759
O -5.041 0.184 4.982
C -5.671 -0.707 5.813
O -6.884 -0.716 6.042
O -4.817 -1.650 6.185
H -3.117 -2.924 4.474
H -2.865 -3.347 6.183
H -1.694 -2.342 5.352
H -2.993 -0.923 6.750
H -3.675 -0.691 3.739
H -3.023 0.528 4.886
C -1.769 -6.328 -1.796
C -1.820 -6.033 -3.260
C -1.294 -7.077 -4.229
O -2.169 -7.211 -5.236
C -3.318 -6.624 -4.814
O -4.409 -6.653 -5.406
O -3.158 -6.007 -3.668
H -0.726 -6.419 -1.491
H -2.279 -7.281 -1.653
H -2.292 -5.573 -1.210
H -1.402 -5.042 -3.441
H -1.166 -7.957 -3.598
H -0.318 -6.773 -4.607
*
```

Results of the Löwdin charge analysis, in e, for atoms 1 through 4: C -0.0908; O -0.1657; C -0.2222; C -0.1776

(6)
Entry from the OMol25 dataset: a 2-piece molecular cluster, C2H6O2Si overall (ωB97M-V/def2-TZVPD).

Results
energy above the lowest of the compared OMol25 structures with the same formula, charge and spin: 69.5 kcal per mole
HOMO level: -7.7 eV
Kohn-Sham gap: 7.9 eV

```
! RIJCOSX wB97M-V def2-TZVPD def2/J DEFGRID3
* xyz 0 1
C 2.751 0.494 0.397
C -1.723 -1.035 0.186
O 1.604 0.116 0.199
O -1.065 1.429 -0.705
Si -0.956 0.611 0.683
H 3.138 1.197 -0.333
H 3.541 0.198 1.241
H -2.222 -0.905 -0.947
H -0.975 -1.723 -0.147
H -2.382 -1.571 0.779
H -1.711 1.189 -1.353
*
```

Results of the Löwdin charge analysis, in e, for atoms 1 through 4: C -0.1065; C -0.3037; O -0.1386; O -0.3047